Formula: C6H11BrN
Source: the OMol25 dataset
Level of theory: ωB97M-V/def2-TZVPD

Properties
Frontier orbital gap   10.508 eV
Calculated total energy   -77923.779 eV
HOMO   -14.19 eV

Geometry as ORCA input:
```
! RIJCOSX wB97M-V def2-TZVPD def2/J DEFGRID3
* xyz 1 1
C -0.385 2.546 -0.097
C -0.327 1.581 -1.036
C -0.388 1.529 1.079
C -0.512 0.500 -0.100
C 0.581 -1.564 1.065
C 0.422 -1.457 -1.323
N 0.435 -0.601 -0.148
Br -2.338 -0.443 -0.004
H -0.342 3.663 -0.040
H -0.530 1.729 -2.153
H 0.403 1.394 1.700
H -1.249 1.477 1.744
H -0.178 -2.294 0.991
H 1.544 -1.989 1.073
H 0.442 -0.921 1.959
H -0.456 -2.188 -1.100
H 0.287 -0.893 -2.229
H 1.297 -2.019 -1.325
H 1.293 -0.050 -0.057
*
```